1.
Formula: C59H59N5P2Pt
Source: the OMol25 dataset
Level of theory: wB97M-V/def2-TZVPD

ORCA input file:
```
! wB97M-V def2-TZVPD RIJCOSX def2/J DEFGRID3
* xyz 2 5
C 2.542 -0.356 -0.923
H 4.584 3.302 1.019
C -4.357 0.574 -0.938
C 3.850 -1.051 -0.558
C -4.969 -2.765 0.955
C 2.333 2.634 3.837
C 4.215 -2.714 -2.932
C -2.697 2.100 2.380
H -0.848 4.112 -0.783
C -1.014 -3.916 -0.224
C -0.393 -4.563 0.852
C 1.517 1.757 3.161
C 3.733 4.766 -0.291
C -3.391 0.908 -2.037
C 3.040 -0.067 3.686
C 0.924 0.519 -5.390
H 2.065 3.678 3.902
C -0.939 -2.546 -0.311
H -2.360 -3.275 3.262
N -0.302 -1.771 0.576
H 1.528 2.955 -3.015
C 4.414 -1.203 -2.959
H 1.952 2.400 -5.267
H 3.278 0.577 -3.354
H 5.158 -0.952 -3.722
H 2.785 -0.833 -4.312
H -4.383 3.486 2.709
C 3.737 3.569 0.406
C -0.579 -1.007 5.047
H 4.564 -3.064 -0.262
C -1.672 1.581 -4.139
H 2.717 0.717 -0.978
H 3.270 -1.119 3.622
H 0.868 -4.239 2.558
H 5.150 -3.210 -2.677
C -3.681 -1.342 2.399
H 0.183 -3.893 6.632
C 2.629 5.110 -1.055
H -0.793 -1.487 -3.278
H -6.501 -2.378 3.945
C 3.110 -0.501 -3.327
H -3.565 1.088 4.056
H 1.220 0.473 -6.428
H 4.125 2.850 4.993
H -3.095 -1.860 0.413
H -1.536 -4.469 -0.983
C 1.366 1.706 -4.678
H -4.055 2.059 -6.020
H -1.353 -4.784 4.909
H 1.074 -2.631 -1.541
H 1.794 -0.559 -0.152
H -4.606 -0.485 -0.967
C 1.563 3.020 -0.480
H -0.088 -1.319 -5.515
C -5.755 -2.263 3.173
C -5.914 -2.913 1.957
H -2.655 3.126 -5.964
H 1.516 -2.694 -3.253
C -4.637 -1.484 3.404
H 3.899 -3.074 -3.912
H 4.756 0.477 4.820
C 1.858 0.398 3.077
C -3.851 -1.980 1.177
C -1.698 -2.881 4.020
H 2.596 6.054 -1.576
H -5.098 -3.267 0.008
H 5.088 0.363 -1.625
H 4.574 5.437 -0.231
C 1.559 4.243 -1.161
C 3.845 0.826 4.357
C -2.089 0.478 -1.999
H -1.756 -0.145 -1.174
C 0.332 1.195 -2.455
H -1.026 1.865 -4.952
C -1.238 3.091 -0.781
H 0.597 2.075 2.681
C 3.629 -2.561 -0.517
H 4.179 -0.697 0.426
N 1.038 -0.413 2.383
C -1.125 -3.730 4.946
N 1.111 -1.692 2.421
H -3.627 4.494 0.336
C -2.975 1.983 -4.185
H -1.841 2.979 -1.685
C -3.179 3.679 0.869
C 0.201 -0.488 -4.888
C -1.102 0.760 -3.060
P 0.161 1.856 -0.689
C -2.075 2.932 0.434
C 2.011 -0.829 -2.276
C -3.481 2.730 -5.379
H 0.612 -1.468 6.758
H 2.670 1.785 0.888
H -1.390 -2.049 -1.157
C -0.025 -1.863 5.982
C -1.430 -1.513 4.067
C 1.837 -2.353 -2.267
C 4.913 -0.715 -1.602
N -1.794 1.987 1.359
C -3.573 3.150 2.094
H -3.941 0.790 0.046
C 0.389 -2.409 1.577
Pt -0.794 0.293 0.987
C 2.659 2.704 0.321
H -1.830 1.452 4.217
C -0.279 -0.545 -3.476
C 3.150 -3.039 -1.888
H -0.357 0.051 5.096
N 0.724 -0.205 -2.489
H 0.730 4.537 -1.791
H 2.896 -2.816 0.252
H -4.134 3.546 -5.081
H -4.863 2.008 -3.157
H -6.778 -3.537 1.795
P -2.132 -0.476 2.765
C -0.278 -3.225 5.920
C 3.496 2.169 4.443
C 1.128 2.031 -3.401
C -2.617 1.150 3.515
C -3.841 1.668 -3.124
H 5.856 -1.201 -1.345
H -0.490 -5.629 0.972
H -5.276 1.142 -1.052
H 2.976 -4.118 -1.862
C 0.335 -3.812 1.728
H -4.489 -0.996 4.358
*
```

The expectation value of S² is 6.091. The calculation puts the LUMO energy (alpha / beta) at -5.47 / -7.94 eV. Its electronic energy is -3358.87985 Eh. The HOMO-LUMO gap (alpha / beta) is 6.03 / 4.64 eV. The relative energy (zero: lowest compared OMol25 entry of this formula, charge and spin) is 57.63 kcal/mol.

---

2.
Formula: C59H69FN7O6P
Source: the OMol25 dataset
Level of theory: wB97M-V/def2-TZVPD

ORCA input file:
```
! wB97M-V def2-TZVPD RIJCOSX def2/J DEFGRID3
* xyz 0 1
C -4.007 -5.824 -4.467
C 2.114 2.178 -2.671
H 5.857 -7.198 -4.034
H -4.102 4.665 1.839
H -5.519 -5.163 -3.083
H -4.172 -6.320 -9.955
C -4.904 7.949 3.228
F -2.162 -2.063 1.976
H -1.887 5.455 2.212
H 7.449 -3.725 4.536
H -2.162 -3.446 -0.407
O 0.769 3.813 -1.411
C -2.261 -1.330 -0.264
C -2.697 8.367 2.881
H -4.409 11.268 2.926
C -4.201 10.207 2.970
H 4.117 7.809 7.404
C -2.908 9.735 2.819
C -5.224 9.297 3.179
H 5.086 -0.482 3.029
N 8.224 -1.853 4.832
C 2.192 5.979 5.318
N -0.417 -5.921 -0.075
H -4.804 -4.107 -10.919
H -2.446 -0.502 -2.265
N 4.222 6.666 4.242
H -0.758 -8.591 2.710
H 3.773 4.140 1.477
H 1.757 -8.431 -3.858
H 2.774 1.895 2.554
C 1.458 0.770 3.914
H 2.681 -4.576 -2.849
C -5.153 -4.403 -9.938
H -3.190 4.110 -1.705
H 1.227 2.191 -3.308
C 4.399 -5.744 -3.420
C 2.536 -7.684 -3.740
C 1.739 -0.484 1.471
C 2.571 6.626 6.483
C -2.446 -5.774 -2.246
H -1.572 5.038 -0.756
C -1.531 -2.600 -0.692
C 3.861 -7.993 -4.003
H -3.324 0.207 2.559
O -4.091 1.690 -2.814
H 2.619 2.983 -0.737
C 6.136 -2.228 3.713
H 1.252 5.448 5.253
O -0.178 2.456 0.487
H -1.850 -5.743 -1.332
C -3.516 4.739 0.921
C -0.026 -8.146 0.740
H 2.538 -2.226 0.513
C -0.111 -2.679 -0.057
H -0.166 -2.626 1.033
C 2.721 0.926 3.061
H 4.141 -8.986 -4.327
P 0.286 3.801 0.126
N -3.667 7.475 3.083
H -3.770 5.595 0.297
C -3.129 -0.003 1.514
C 8.044 -0.546 4.646
H -1.679 -6.294 3.027
H 4.258 5.830 1.492
O 1.447 4.210 1.166
H 1.929 6.610 7.355
C -1.057 5.021 0.205
C -2.514 -1.141 1.065
C -3.477 0.931 0.581
H 1.034 -1.799 -1.625
H -6.248 9.624 3.301
C -4.801 -5.632 -9.406
H 1.987 5.722 -0.198
O -4.938 2.291 1.907
C -5.273 -5.965 -8.146
C 2.038 -1.297 0.212
H 2.812 5.541 3.297
C -0.663 -7.844 1.932
H 0.559 0.994 3.333
H 5.524 7.795 5.347
C -1.175 -6.570 2.111
H 0.564 -7.344 -1.172
H 3.560 0.919 3.769
C -5.958 -3.560 -9.193
H -1.371 -2.619 -1.774
H 2.731 -0.736 -0.426
C 7.276 -2.667 4.369
H -2.080 10.412 2.655
H -0.624 6.025 0.311
C 4.568 7.284 5.370
H 6.845 1.069 3.887
C -6.375 -3.987 -7.942
C -2.621 -0.389 -1.202
H 1.053 -1.097 2.075
H 1.887 6.227 1.535
C 0.071 -7.154 -0.223
C 3.784 7.293 6.514
C 3.049 -5.541 -3.181
H 0.200 -0.594 -0.686
C -1.029 -5.651 1.085
H 5.400 -2.936 3.355
H -1.701 7.952 2.765
H -7.005 -3.357 -7.323
H -4.664 -5.831 -5.328
N -3.731 -5.424 -2.117
C -4.482 -5.453 -3.218
H 1.456 1.443 4.777
C -3.643 1.880 -1.699
C -3.488 3.254 -1.107
C 0.758 -1.535 -0.593
C 6.940 -0.003 4.008
H 8.833 0.092 5.033
C -3.238 0.763 -0.767
C 2.101 3.316 -1.639
O 2.933 -0.173 2.170
H -1.417 -4.644 1.183
H -2.262 -6.474 -5.540
H 0.280 -3.657 -0.343
H 2.170 1.222 -2.149
H 0.388 -9.129 0.560
H -5.673 7.201 3.393
H 2.984 2.267 -3.326
C 5.966 -0.866 3.531
N -6.050 -5.165 -7.410
H -0.823 -6.425 -3.497
H 1.203 0.430 1.180
C -4.122 2.224 1.009
H -1.813 3.771 1.781
C 2.166 5.433 0.843
N 2.120 -6.484 -3.335
C -1.872 -6.156 -3.450
H 5.109 -4.940 -3.280
C -3.694 3.420 0.192
C -2.030 4.768 1.375
H -6.257 -2.592 -9.571
C 4.811 -6.998 -3.839
C -2.673 -6.181 -4.581
H 4.112 4.907 -0.060
C 3.693 5.083 0.931
C 3.051 6.029 4.231
H 1.444 -0.257 4.290
H 2.670 4.142 -2.082
H -5.024 -6.918 -7.691
*
```

The calculation puts the LUMO energy at -0.15 eV. Its electronic energy is -3565.57994 Eh. The HOMO-LUMO gap is 8.78 eV. The SMILES is CCOCCCCCc1cc2c(cc1F)C(=O)C(CCCP(=O)(OCC)OCC)=CC2=O.c1ccncc1.c1ccncc1.c1ccncc1.c1ccncc1.c1ccncc1.c1ccncc1.c1ccncc1.